Below is a molecular structure, C44H45N4O2SV at a distorted geometry, with properties calculated with wB97M-V/def2-TZVPD.

Positions of all 97 atoms, in Å:
V  -0.480  0.545  0.067
C  1.165  1.438  4.777
C  1.297  2.654  3.852
C  -0.080  3.224  3.528
C  2.233  2.320  2.688
C  3.571  2.261  3.087
C  4.605  2.033  2.207
C  4.315  1.886  0.863
C  3.007  1.931  0.409
C  2.759  1.842  -1.091
C  2.850  3.242  -1.719
C  3.746  0.911  -1.804
C  1.935  2.115  1.325
N  0.620  2.124  0.761
C  0.135  3.345  0.412
O  0.652  4.443  0.655
C  -1.120  3.237  -0.372
C  -1.810  4.304  -0.898
C  -2.928  4.056  -1.710
C  -3.288  2.728  -1.978
C  -2.554  1.707  -1.418
N  -1.480  1.951  -0.619
C  -2.729  0.262  -1.717
O  -3.695  -0.161  -2.360
N  -1.681  -0.475  -1.244
C  -1.587  -1.805  -1.751
C  -1.046  -2.003  -3.040
C  -1.008  -3.284  -3.574
C  -1.456  -4.374  -2.850
C  -1.960  -4.181  -1.577
C  -2.056  -2.911  -1.022
C  -2.756  -2.720  0.302
C  -4.272  -2.672  0.073
C  -2.407  -3.798  1.331
C  -0.502  -0.837  -3.851
C  0.858  -1.169  -4.473
C  -1.495  -0.406  -4.937
H  0.584  1.704  5.665
H  2.143  1.075  5.097
H  0.655  0.628  4.265
H  1.834  3.424  4.418
H  -0.742  2.456  3.141
H  -0.003  4.027  2.798
H  -0.520  3.632  4.442
H  3.804  2.429  4.134
H  5.630  1.996  2.557
H  5.129  1.746  0.162
H  1.745  1.462  -1.251
H  3.888  3.584  -1.692
H  2.248  3.963  -1.173
H  2.518  3.222  -2.761
H  4.725  1.386  -1.891
H  3.397  0.696  -2.816
H  3.863  -0.029  -1.264
H  -1.462  5.304  -0.676
H  -3.480  4.876  -2.149
H  -4.118  2.473  -2.623
H  -0.645  -3.442  -4.583
H  -1.426  -5.369  -3.279
H  -2.323  -5.038  -1.022
H  -2.457  -1.757  0.698
H  -4.619  -3.621  -0.346
H  -4.526  -1.872  -0.625
H  -4.794  -2.491  1.016
H  -2.830  -4.766  1.054
H  -2.815  -3.522  2.305
H  -1.325  -3.915  1.429
H  -0.361  0.003  -3.167
H  0.768  -1.952  -5.228
H  1.554  -1.519  -3.708
H  1.283  -0.288  -4.958
H  -1.562  -1.169  -5.718
H  -1.178  0.534  -5.396
H  -2.487  -0.266  -4.513
S  1.234  -2.502  2.779
C  2.140  -2.624  1.296
C  3.176  -3.487  0.981
C  3.731  -3.409  -0.286
C  3.236  -2.503  -1.224
C  2.189  -1.657  -0.915
C  1.640  -1.701  0.364
N  0.587  -0.938  0.818
C  0.235  -1.266  2.046
C  -0.967  -0.701  2.591
C  -1.548  -1.079  3.805
C  -2.785  -0.569  4.143
C  -3.424  0.324  3.284
C  -2.821  0.726  2.100
C  -1.579  0.227  1.715
H  3.523  -4.217  1.700
H  4.552  -4.061  -0.553
H  3.682  -2.463  -2.210
H  1.790  -0.958  -1.641
H  -1.038  -1.781  4.458
H  -3.262  -0.870  5.067
H  -4.404  0.706  3.546
H  -3.338  1.436  1.462

Force components x, y, z for each atom (eV/Å):
V 0.134 0.106 -0.718
C 0.108 0.171 0.067
C -0.208 -0.166 -0.119
C 0.190 0.099 0.006
C -0.007 0.078 -0.146
C 0.104 -0.041 -0.021
C 0.033 0.045 0.037
C 0.041 -0.060 -0.036
C -0.253 -0.150 0.053
C 0.293 0.091 0.058
C -0.165 -0.075 0.011
C -0.030 0.049 0.126
C 0.298 0.230 -0.108
N 0.289 0.155 0.083
C 0.266 0.346 0.080
O -0.094 -0.154 -0.083
C 0.044 -0.089 0.047
C -0.620 -0.133 -0.365
C 0.273 -0.051 0.145
C 0.121 0.292 0.191
C 0.070 0.289 -0.046
N -0.950 1.300 -0.485
C -0.236 -0.409 -0.298
O 0.311 0.182 0.148
N 0.150 -0.136 -0.264
C -0.213 -0.172 -0.265
C 0.129 0.183 0.237
C -0.019 -0.058 -0.049
C -0.016 -0.012 0.030
C -0.031 -0.079 -0.034
C 0.084 0.215 -0.031
C -0.150 -0.228 -0.007
C 0.071 0.151 0.041
C 0.044 0.137 -0.053
C -0.023 -0.143 -0.112
C -0.027 0.062 0.117
C 0.016 0.048 0.108
H -0.019 -0.046 0.001
H -0.022 -0.021 0.023
H -0.114 -0.120 -0.070
H -0.011 0.016 -0.041
H -0.144 -0.108 -0.085
H -0.040 0.024 0.044
H -0.029 -0.062 0.013
H -0.042 -0.013 0.007
H -0.004 0.013 0.009
H -0.029 -0.023 -0.022
H -0.031 0.012 -0.017
H -0.011 -0.012 0.003
H -0.097 0.054 0.041
H 0.044 -0.005 -0.009
H 0.025 -0.013 -0.033
H -0.008 -0.021 -0.038
H 0.132 0.215 -0.132
H 0.019 0.007 -0.004
H -0.012 -0.021 0.030
H -0.012 -0.016 0.011
H 0.087 0.055 0.014
H 0.025 0.005 -0.006
H 0.000 0.033 0.032
H 0.064 0.115 0.067
H -0.041 -0.009 0.002
H -0.016 -0.044 -0.025
H -0.009 -0.029 -0.001
H -0.002 -0.025 0.023
H 0.013 -0.016 0.009
H 0.005 -0.003 0.041
H -0.044 -0.013 -0.009
H 0.025 -0.001 -0.017
H 0.035 -0.012 -0.110
H 0.003 0.019 -0.005
H 0.020 -0.003 0.009
H 0.019 -0.033 -0.053
H -0.067 0.027 0.018
S -0.096 0.161 -0.115
C -0.200 0.136 0.043
C 0.076 -0.053 -0.023
C -0.016 -0.024 0.056
C -0.053 -0.068 -0.029
C -0.240 -0.023 0.121
C 0.413 -0.520 0.006
N 0.550 -1.159 0.820
C 0.506 -0.488 -0.124
C -0.504 0.471 0.202
C 0.209 -0.120 -0.051
C 0.006 -0.053 0.090
C -0.071 0.095 -0.124
C -0.228 -0.108 0.231
C -0.083 -0.231 0.703
H 0.074 0.042 0.005
H -0.018 -0.032 -0.003
H -0.018 0.007 -0.024
H 0.007 -0.068 0.053
H -0.058 -0.006 0.057
H 0.009 0.008 0.015
H -0.001 0.030 0.048
H 0.001 0.003 -0.022

The max |F| comes out at 1.68 eV/Å. For the LUMO energy (spin up / spin down), the calculation gives 0.082 / 0.081 Ha. The HOMO energy (spin up / spin down) comes out at -2.939 / -2.927 eV. The value obtained for the HOMO-LUMO gap (spin up / spin down) is 5.16 / 5.14 eV. Its spin multiplicity is 2. As for the charge: -1.